1.
Here is the ion C25H22Cl2NO4 with charge -1 in a non-equilibrium geometry from the Open Molecules 2025 dataset. Energies are from ωB97M-V with the def2-TZVPD basis set.

Structure (XYZ):
```
54
Properties=species:S:1:pos:R:3:forces:R:3
Cl 4.308 2.851 -2.508 0.97 0.09 -0.21
C 2.659 2.752 -2.089 -1.12 -0.09 0.32
C 1.910 3.864 -1.902 0.33 -1.09 0.28
C 0.484 3.824 -1.514 -1.53 -2.79 0.38
O -0.077 4.805 -0.995 0.07 1.18 -0.42
C -0.160 2.540 -1.680 2.47 3.14 -0.61
Cl -1.853 2.501 -1.625 -1.14 -0.19 0.37
C 0.570 1.260 -1.713 0.44 0.95 -2.49
C 2.108 1.368 -2.001 -0.88 0.02 -0.29
O 2.743 0.357 -2.213 0.12 0.58 0.07
H 2.387 4.835 -1.950 -0.09 0.07 -0.08
H 0.160 0.734 -2.594 0.42 -0.50 0.19
C 0.966 2.904 3.209 0.32 -0.01 0.45
C -0.169 2.751 2.231 0.38 0.29 -0.51
C -1.164 1.697 2.668 -0.07 -0.24 -0.07
C -0.857 4.082 1.998 -0.22 0.29 -0.13
O 0.385 2.392 0.909 -0.29 -0.79 0.60
C 0.948 1.161 0.707 0.46 0.78 0.76
C 0.298 0.481 -0.490 -0.23 -1.65 2.30
N 0.812 -0.865 -0.480 -0.64 -1.17 -0.40
C 0.088 -1.927 -0.538 0.51 1.32 -0.11
C 0.848 -3.199 -0.420 0.30 -0.61 -0.14
C 0.358 -4.409 -0.938 0.18 0.18 0.11
C 1.141 -5.562 -0.908 0.30 0.16 0.21
C 2.421 -5.518 -0.334 -0.23 0.24 -0.04
C 2.909 -4.317 0.207 -0.41 -0.09 -0.18
C 2.129 -3.159 0.152 0.02 -0.46 0.06
C -1.400 -1.985 -0.708 -0.34 0.08 0.12
C -2.156 -2.948 -0.017 -0.12 0.15 -0.09
C -3.547 -2.972 -0.126 0.12 0.24 -0.13
C -4.206 -1.993 -0.883 0.24 -0.03 0.03
C -3.465 -1.027 -1.567 0.07 -0.24 0.02
C -2.072 -1.049 -1.509 -0.01 -0.27 0.06
O 1.858 0.706 1.361 -0.79 0.24 -0.25
H 1.629 3.713 2.884 -0.02 -0.20 0.01
H 0.566 3.171 4.192 0.04 -0.03 -0.02
H 1.530 1.970 3.280 -0.02 0.25 0.09
H -1.947 1.577 1.907 0.18 -0.04 0.15
H -0.652 0.741 2.839 -0.20 0.08 -0.01
H -1.635 2.017 3.605 0.07 -0.12 -0.13
H -1.653 3.983 1.246 0.33 0.07 0.13
H -1.302 4.438 2.939 0.11 -0.15 -0.13
H -0.140 4.835 1.646 -0.25 -0.27 -0.05
H -0.778 0.489 -0.259 0.09 0.31 -0.19
H -0.645 -4.437 -1.364 0.37 -0.05 -0.01
H 0.746 -6.488 -1.330 0.20 0.24 0.15
H 3.032 -6.420 -0.312 -0.12 0.21 0.03
H 3.894 -4.281 0.675 -0.28 -0.04 -0.19
H 2.487 -2.210 0.552 -0.08 -0.22 -0.16
H -1.643 -3.693 0.596 -0.21 0.29 -0.15
H -4.111 -3.757 0.378 0.09 0.27 -0.07
H -5.293 -1.990 -0.947 0.23 -0.02 0.02
H -3.953 -0.255 -2.164 0.09 -0.26 0.18
H -1.499 -0.340 -2.103 -0.23 -0.14 0.19
```
Positions in Å, forces in eV/Å.

HOMO-LUMO gap (eV): 5.705
Charge: -1
HOMO (eV): -3.05
LUMO energy (eV): 2.651
Molecular weight (g/mol): 471.4

2.
Here is a structure of composition C25H22CoF5N7S5 from the Open Molecules 2025 dataset. Energies are from ωB97M-V with the def2-TZVPD basis set.

Structure (XYZ):
```
65
Properties=species:S:1:pos:R:3:forces:R:3
Co -1.515 -0.013 -0.107 -0.82 0.41 -0.04
C -3.763 4.053 2.718 -0.16 -0.04 -0.05
S -3.635 2.467 3.568 0.19 -0.03 -0.11
C -2.983 1.438 2.249 -0.12 0.25 0.30
S -3.620 1.531 0.692 0.17 0.05 -0.09
N -2.056 0.645 2.745 0.04 -0.22 -0.19
N -1.477 -0.185 1.830 0.10 -0.03 0.20
C -0.694 -1.084 2.307 -0.04 0.01 -0.10
C 0.018 -1.960 1.380 -0.13 0.01 0.05
C 0.862 -2.971 1.827 0.01 0.01 -0.09
C 1.464 -3.794 0.891 -0.01 0.03 0.02
C 1.203 -3.590 -0.455 -0.02 -0.01 -0.05
C 0.356 -2.553 -0.814 0.10 0.05 0.05
N -0.219 -1.754 0.074 0.19 0.03 0.20
H -4.212 4.747 3.426 0.00 -0.01 0.03
H -4.394 3.969 1.838 0.00 0.01 0.00
H -2.775 4.412 2.438 0.00 -0.01 -0.02
H -0.542 -1.160 3.378 -0.02 -0.01 0.02
H 1.035 -3.101 2.887 -0.01 0.01 0.01
H 2.128 -4.587 1.209 0.00 -0.01 -0.01
H 1.646 -4.214 -1.218 0.01 0.00 0.01
H 0.135 -2.345 -1.855 0.02 -0.01 -0.01
C 0.630 1.007 -2.891 0.03 -0.04 -0.01
C -0.637 0.250 -3.077 0.01 0.05 0.06
N -1.458 -0.161 -2.145 0.10 -0.01 -0.04
C -2.496 -0.901 -2.681 -0.05 -0.01 -0.09
C -2.491 -1.006 -4.032 0.02 0.01 0.07
S -1.129 -0.192 -4.658 -0.02 -0.04 -0.03
C -3.413 -1.527 -1.740 -0.09 0.01 -0.03
C -4.498 -2.297 -2.008 0.02 0.06 0.03
S -5.211 -2.790 -0.540 -0.04 0.00 -0.03
C -4.017 -1.945 0.352 0.07 0.06 0.01
N -3.146 -1.333 -0.405 0.25 -0.31 0.02
C -4.055 -1.919 1.838 -0.01 0.00 0.01
H 1.072 0.782 -1.925 -0.03 0.05 0.01
H 0.449 2.080 -2.956 0.00 0.01 0.02
H 1.342 0.728 -3.669 0.00 0.03 -0.01
H -3.192 -1.528 -4.661 -0.01 -0.01 -0.01
H -4.902 -2.575 -2.966 0.00 0.00 -0.01
H -4.917 -2.470 2.211 0.00 0.00 0.00
H -4.120 -0.884 2.172 -0.01 -0.01 0.02
H -3.149 -2.358 2.254 0.01 0.00 0.00
F 0.874 1.169 1.922 0.02 -0.01 -0.01
C 0.442 2.065 1.009 0.01 0.04 -0.02
C -0.508 1.723 0.059 0.26 -0.25 -0.14
C -0.835 2.771 -0.790 -0.10 0.08 0.10
F -1.764 2.600 -1.766 0.02 -0.01 -0.02
C -0.279 4.036 -0.735 0.00 -0.04 0.04
F -0.642 4.992 -1.605 0.00 0.00 0.00
C 0.670 4.315 0.231 0.00 -0.01 0.01
F 1.226 5.531 0.308 0.00 -0.01 0.00
C 1.030 3.318 1.115 -0.05 0.01 -0.03
F 1.947 3.572 2.058 0.01 -0.01 0.00
S 2.950 0.118 -0.176 0.08 -0.13 -0.01
C 4.557 -0.284 -0.151 -0.05 0.04 0.01
N 5.441 -0.168 -1.174 -0.02 -0.05 -0.02
C 6.809 -0.433 -0.759 0.04 0.00 0.00
C 6.600 -1.147 0.591 0.05 0.01 0.02
N 5.232 -0.779 0.912 -0.02 -0.01 -0.02
H 5.200 0.418 -1.953 0.01 0.00 0.00
H 7.380 0.491 -0.637 -0.04 0.01 0.02
H 7.324 -1.068 -1.478 0.03 0.03 0.01
H 7.294 -0.786 1.350 0.02 -0.04 -0.01
H 6.719 -2.229 0.496 -0.04 0.01 -0.02
H 4.714 -1.140 1.693 0.03 0.03 0.02
```
Positions in Å, forces in eV/Å.

HOMO-LUMO gap (alpha / beta) (eV): 6.630 / 6.981
Expectation value of S²: 0.774
Spin multiplicity: 2
HOMO (alpha / beta) (eV): -6.85 / -7.18
ΔE to the lowest compared entry with this formula, charge and spin (kcal/mol): 10.25
LUMO energy (alpha / beta) (eV): -0.219 / -0.203
Molecular weight (g/mol): 734.8

3.
Here is an isolated molecule of C25H22FNO4S2 in a non-equilibrium geometry from the Open Molecules 2025 dataset. Energies are from ωB97M-V with the def2-TZVPD basis set.

Structure (XYZ):
```
55
Properties=species:S:1:pos:R:3:forces:R:3
F -0.366 -1.772 0.417 1.09 0.01 -0.15
C 0.751 -0.991 0.210 -0.23 -1.88 0.00
S 1.639 -1.651 -1.402 0.08 0.30 -1.26
O 0.739 -2.425 -2.234 0.60 0.83 0.96
O 2.402 -0.535 -1.945 -0.77 -0.76 0.46
C 2.966 -2.701 -0.784 -0.15 0.73 0.45
C 3.196 -2.591 0.568 -0.60 0.21 -0.36
C 4.343 -3.103 1.157 -0.03 -0.20 0.03
C 5.262 -3.762 0.344 -0.19 0.03 0.13
C 5.059 -3.831 -1.039 -0.16 0.06 0.01
C 3.934 -3.249 -1.617 -0.14 -0.37 -0.05
S 2.086 -1.515 1.458 0.49 0.27 1.53
O 2.893 -0.322 1.696 -0.37 -1.03 -0.36
O 1.500 -2.265 2.555 0.39 0.71 -1.04
H 4.491 -2.988 2.225 0.09 -0.04 -0.08
H 6.146 -4.210 0.799 -0.21 0.14 -0.19
H 5.787 -4.340 -1.671 -0.16 0.24 0.17
H 3.799 -3.215 -2.690 0.01 -0.14 -0.01
C 1.001 1.778 -2.671 0.68 0.14 -0.38
C -0.292 1.263 -2.192 -0.96 -0.97 1.40
N -1.390 1.304 -3.007 -0.06 0.01 0.17
C -1.379 1.730 -4.387 0.04 -0.02 -0.03
C -2.512 0.865 -2.320 0.74 0.32 0.50
C -2.098 0.481 -1.008 -0.03 0.15 -0.90
C -3.102 0.172 -0.084 -0.48 -0.15 -0.07
C -4.442 0.246 -0.481 0.33 -0.20 -0.03
C -4.808 0.568 -1.798 0.43 0.24 -0.45
C -3.830 0.930 -2.734 -0.62 -0.47 0.37
C -0.661 0.679 -0.960 0.02 0.69 -0.82
C 0.283 0.464 0.205 1.06 1.16 -0.50
C -0.249 0.939 1.572 0.56 0.61 -0.06
C -1.301 1.856 1.638 -0.30 -0.24 0.14
C -1.906 2.142 2.861 0.39 -0.10 -0.06
C -1.416 1.570 4.040 -0.32 0.00 0.08
C -2.103 1.751 5.361 -0.17 0.03 0.38
C -0.236 0.842 3.988 -0.17 0.41 -0.30
C 0.397 0.636 2.775 -0.37 -0.25 0.12
H 1.602 2.188 -1.851 -0.13 -0.14 -0.15
H 1.581 0.951 -3.105 -0.13 0.53 -0.03
H 0.877 2.566 -3.427 -0.03 -0.20 0.28
H -2.391 1.632 -4.771 0.12 0.07 -0.14
H -1.059 2.771 -4.483 -0.10 -0.08 -0.01
H -0.712 1.101 -4.985 -0.10 0.07 0.06
H -2.841 -0.095 0.937 -0.15 0.02 -0.21
H -5.230 0.053 0.245 0.21 -0.10 -0.12
H -5.854 0.536 -2.108 0.26 0.16 0.21
H -4.065 1.254 -3.748 -0.20 -0.18 0.34
H 1.167 1.080 -0.024 0.00 -0.27 0.10
H -1.664 2.340 0.731 -0.07 -0.36 0.22
H -2.783 2.782 2.879 0.15 0.01 0.08
H -1.535 1.219 6.134 -0.21 0.17 -0.07
H -2.172 2.807 5.656 0.03 -0.20 -0.10
H -3.124 1.346 5.359 0.21 0.08 -0.07
H 0.205 0.424 4.889 0.01 0.26 -0.03
H 1.414 0.295 2.827 -0.37 -0.31 -0.15
```
Positions in Å, forces in eV/Å.

HOMO-LUMO gap (eV): 7.760
HOMO (eV): -7.65
ΔE to the lowest compared entry with this formula, charge and spin (kcal/mol): 0.00
LUMO energy (eV): 0.108
Molecular weight (g/mol): 483.6

4.
Here is an isolated molecule of C25H22FNO5 from the Open Molecules 2025 dataset. Energies are from ωB97M-V with the def2-TZVPD basis set.

Structure (XYZ):
```
54
Properties=species:S:1:pos:R:3:forces:R:3
C -2.008 -3.787 -0.735 -0.21 -0.21 -0.21
H -2.747 -4.334 -0.142 0.03 0.02 -0.01
O -1.175 -3.001 0.088 0.18 0.37 0.30
C -1.739 -1.995 0.821 0.09 0.11 0.16
C -3.087 -1.677 0.831 0.07 -0.27 -0.12
C -3.542 -0.617 1.600 0.03 0.03 0.17
C -2.662 0.121 2.368 -0.16 0.12 -0.03
C -1.316 -0.205 2.377 -0.03 -0.24 -0.12
C -0.837 -1.251 1.606 -0.34 -0.09 0.10
N 0.529 -1.620 1.651 0.19 -0.32 0.13
H 0.603 -2.606 1.407 0.05 0.15 0.08
C 1.461 -0.882 0.800 0.01 0.09 -0.20
C 1.484 0.619 1.115 -0.13 -0.10 -0.19
C 2.314 1.329 0.061 -0.36 0.10 0.37
O 1.780 2.029 -0.774 0.07 0.02 -0.05
C 3.773 1.085 0.050 0.59 0.09 -0.27
C 4.476 0.565 1.137 -0.19 0.09 -0.13
C 5.839 0.358 1.046 0.15 -0.04 0.06
C 6.518 0.660 -0.124 -0.02 -0.01 0.06
C 5.830 1.181 -1.208 0.03 0.02 -0.03
C 4.470 1.397 -1.119 -0.14 -0.02 0.07
H 3.916 1.802 -1.953 -0.04 0.03 -0.05
H 6.356 1.420 -2.120 0.04 0.01 -0.08
H 7.583 0.491 -0.188 0.08 -0.02 0.00
H 6.377 -0.040 1.893 0.04 -0.02 0.06
H 3.972 0.337 2.063 -0.08 -0.06 0.08
H 1.882 0.778 2.116 0.00 -0.02 0.06
H 0.468 1.010 1.061 0.15 0.06 0.00
C 1.089 -1.098 -0.669 0.56 -0.40 0.11
O 1.670 -1.831 -1.426 -0.05 0.08 -0.06
O -0.004 -0.401 -0.967 -0.27 0.25 0.04
C -0.573 -0.553 -2.259 0.10 -0.43 -0.50
C -2.074 -0.298 -2.171 0.39 -0.08 0.15
O -2.853 -1.065 -2.693 0.06 -0.01 -0.08
C -2.509 0.890 -1.415 -0.49 0.33 0.15
C -1.634 1.887 -0.978 -0.20 -0.19 -0.11
C -2.110 2.949 -0.235 -0.18 0.22 0.13
C -3.461 3.017 0.059 0.12 -0.18 -0.14
C -4.357 2.058 -0.384 0.02 0.21 0.06
C -3.872 0.998 -1.119 0.25 0.07 -0.11
H -4.537 0.228 -1.479 -0.05 -0.07 -0.01
H -5.405 2.152 -0.147 -0.10 0.03 0.04
F -3.920 4.047 0.792 0.03 -0.07 -0.04
H -1.446 3.723 0.115 0.05 0.10 0.04
H -0.582 1.853 -1.211 0.12 -0.01 0.04
H -0.115 0.170 -2.946 -0.01 -0.07 0.07
H -0.384 -1.564 -2.636 -0.13 0.24 0.05
H 2.454 -1.321 0.954 -0.21 0.08 -0.15
H -0.629 0.340 3.005 0.11 0.02 0.08
H -3.021 0.941 2.970 -0.04 0.08 0.06
H -4.594 -0.379 1.600 -0.09 0.03 -0.01
H -3.788 -2.237 0.233 -0.04 -0.08 -0.09
H -2.516 -3.179 -1.489 0.03 -0.03 0.05
H -1.344 -4.495 -1.228 -0.09 0.02 0.01
```
Positions in Å, forces in eV/Å.

HOMO-LUMO gap (eV): 8.273
HOMO (eV): -8.28
ΔE to the lowest compared entry with this formula, charge and spin (kcal/mol): 2.64
LUMO energy (eV): -0.008
Molecular weight (g/mol): 435.5